61
Properties=species:S:1:pos:R:3 method="wB97M-V/def2-TZVPD" e_homo_ev="-11.47 / -12.57" multiplicity=3 lumo_ev="-3.589 / -4.513" gap_ev="7.879 / 8.061" s2=2.01 total_energy_ha=-2758.66030 total_charge=+1 mol_weight_g_mol=439.2
Ni 0.170 -0.347 -1.080
C 1.835 -0.733 0.292
C 0.744 -0.183 1.009
C 0.489 1.129 0.421
C 1.452 1.291 -0.619
C 2.313 0.177 -0.678
C 3.595 0.042 -1.465
C 4.747 0.268 -0.471
C 3.709 -1.362 -2.071
C 3.670 1.089 -2.577
C -0.521 2.252 0.736
C -0.429 2.691 2.207
C -1.971 1.873 0.368
C -0.181 3.491 -0.103
C 0.237 -0.900 2.270
C 1.023 -0.347 3.472
C -1.267 -0.796 2.545
C 0.559 -2.400 2.168
H 2.309 -1.676 0.517
H 1.573 2.182 -1.211
H 4.748 -0.492 0.315
H 4.672 1.253 0.000
H 5.704 0.214 -1.000
H 3.726 -2.136 -1.299
H 4.636 -1.447 -2.645
H 2.874 -1.570 -2.749
H 3.698 2.104 -2.172
H 2.818 1.011 -3.261
H 4.581 0.942 -3.160
H -0.817 1.955 2.903
H -1.013 3.605 2.341
H 0.606 2.914 2.484
H -2.282 0.921 0.789
H -2.078 1.823 -0.720
H -2.665 2.642 0.724
H 0.821 3.869 0.117
H -0.895 4.284 0.134
H -0.255 3.296 -1.178
H 0.831 0.711 3.641
H 2.098 -0.477 3.315
H 0.743 -0.894 4.377
H -1.597 0.213 2.764
H -1.510 -1.409 3.416
H -1.856 -1.172 1.705
H 1.629 -2.598 2.254
H 0.206 -2.833 1.224
H 0.067 -2.929 2.986
F -6.359 -0.958 -2.591
C -5.787 -1.764 -1.697
F -6.283 -1.488 -0.486
F -6.095 -3.027 -1.999
C -4.285 -1.589 -1.683
C -3.529 -2.357 -0.812
C -2.170 -2.155 -0.768
N -1.558 -1.243 -1.537
C -2.296 -0.532 -2.405
C -3.663 -0.673 -2.508
H -3.988 -3.105 -0.177
H -1.538 -2.737 -0.112
H -1.770 0.167 -3.042
H -4.225 -0.080 -3.216

=====

62
Properties=species:S:1:pos:R:3 method="wB97M-V/def2-TZVPD" e_homo_ev=-8.04 lumo_ev=0.506 de_lowest_kcal_mol=513.9 gap_ev=8.545 total_energy_ha=-1330.53921 total_charge=0 mol_weight_g_mol=404.5
C 2.116 6.306 4.554
O 1.341 5.159 4.008
C 1.178 5.085 2.573
C 2.339 4.857 1.814
C 2.862 3.680 2.199
H 4.008 3.544 1.992
C 2.213 2.306 2.036
C 2.765 1.154 2.518
H 2.234 1.105 3.495
C 2.463 -0.220 1.777
N 1.567 -0.107 0.925
C 0.424 -0.775 1.089
O 0.095 -1.606 1.985
C -0.818 -0.778 0.191
C -1.670 -1.941 0.018
N -2.861 -1.918 -0.523
C -3.707 -0.763 -0.804
O -4.597 -0.734 -1.440
C -2.929 0.459 -0.416
C -1.810 0.264 0.837
H -1.364 1.373 0.897
H -2.136 -0.072 1.847
H -3.709 1.017 0.166
H -2.534 1.042 -0.967
C -3.255 -3.010 -1.503
H -3.032 -4.029 -0.767
H -4.663 -3.030 -1.140
C -2.895 -3.281 -2.848
C -1.536 -3.157 -2.788
C -0.969 -1.984 -3.075
C 0.550 -1.875 -3.247
C 1.235 -2.880 -3.124
C 0.655 -4.260 -2.893
C -0.859 -4.228 -2.784
H -1.270 -5.214 -2.629
H 1.398 -5.220 -2.841
H 2.312 -2.814 -3.243
F 1.080 -0.823 -3.114
H -1.460 -1.037 -3.220
H -3.247 -4.183 -3.035
H -3.606 -2.541 -3.183
H -0.884 -2.858 -0.113
H -1.885 -2.307 1.215
H -0.660 -0.368 -0.711
C 1.576 1.034 -0.116
H 1.683 0.387 -1.120
C 2.341 1.962 0.349
H 2.106 2.831 -0.272
H 3.569 1.718 0.026
H 0.625 1.447 -0.172
H 3.424 -0.426 1.098
H 2.376 -1.065 2.381
H 3.781 1.058 2.647
H 1.118 2.371 2.067
H 2.987 3.407 3.420
H 2.163 4.646 0.926
H 3.073 5.754 1.929
H 0.775 6.190 2.448
H 0.479 4.372 2.569
H 3.113 6.098 4.317
H 1.560 7.350 4.088
H 2.103 6.281 5.651